Entry 1:
# C5H10S2

2 unconnected molecules or ions with the total composition C5H10S2 at a distorted geometry (the ωB97M-V functional and the def2-TZVPD basis, the Open Molecules 2025 dataset).

orbital gap (spin up / spin down): 8.90 / 7.02 eV

Last column: Mulliken charge in e.
CARTESIAN COORDINATES (ANGSTROEM)
C -3.545 0.042 -1.267  -0.453
C 1.332 0.866 0.239  -0.396
H 0.774 1.753 0.079  0.376
C 0.345 -0.214 -0.028  -0.139
H -3.393 0.456 -2.265  0.268
C 1.882 0.497 1.683  -0.805
H 2.955 0.735 1.910  0.240
H 3.082 -0.291 -1.002  0.097
H 2.094 -1.544 -0.272  0.060
H -0.564 0.128 -0.510  0.180
H -3.696 -1.712 0.003  0.300
C -3.381 -1.156 -0.826  -0.303
H 1.724 -0.554 1.858  0.360
S 0.693 -1.839 -0.284  -0.142
H 1.204 1.179 2.314  0.267
H -4.338 0.684 -0.670  0.188
S 2.831 0.972 -0.964  -0.100

Force components x, y, z for each atom (eV/Å):
C -2.833 1.793 0.492
C 1.912 -2.948 0.576
H 0.154 1.227 0.427
C -0.930 1.478 -1.418
H 0.654 -0.273 0.279
C -0.600 3.008 0.261
H -1.029 0.070 -0.507
H 0.362 -1.441 -0.053
H -1.688 -1.105 0.035
H -0.226 -0.226 0.210
H -0.188 -0.688 1.041
C 0.747 0.054 -0.955
H -0.193 -0.159 0.299
S 2.300 -0.182 0.064
H 1.127 -1.470 -0.133
H 1.638 -0.888 -0.858
S -1.206 1.747 0.239

Entry 2:
# C2HClF2O2

2 unconnected molecules or ions with the total composition C2HClF2O2 at a distorted geometry (the ωB97M-V functional and the def2-TZVPD basis, the Open Molecules 2025 dataset).

<S²>: 2.014
spin multiplicity: 3
orbital gap (spin up / spin down): 9.32 / 8.05 eV

Last column: Mulliken charge in e.
CARTESIAN COORDINATES (ANGSTROEM)
F 2.049 -0.313 0.792  -0.186
O -0.756 -0.050 0.914  -0.185
O -1.406 -0.370 -0.176  -0.194
Cl -0.040 -3.247 2.526  -0.134
C 1.773 -1.480 1.335  0.470
C 0.704 -2.036 1.809  0.087
F 2.935 -2.023 1.703  -0.228
H -0.698 -0.360 -0.991  0.370

Force components x, y, z for each atom (eV/Å):
F -0.787 -0.072 -0.387
O -0.387 0.305 -0.260
O 2.042 0.066 -2.434
Cl -0.416 -1.177 0.637
C 0.661 -0.659 1.705
C -0.224 1.927 -1.559
F 1.155 -0.357 -0.287
H -2.043 -0.033 2.585

Entry 3:
# C30H28NO4SbSe4TcTe

A molecular structure, C30H28NO4SbSe4TcTe (the ωB97M-V functional and the def2-TZVPD basis, the Open Molecules 2025 dataset).

<S²>: 0.754
spin multiplicity: 2
orbital gap (spin up / spin down): 5.26 / 5.26 eV
total charge: +2

Last column: Mulliken charge in e.
CARTESIAN COORDINATES (ANGSTROEM)
H -0.930 4.861 4.716  0.280
H -3.578 3.012 8.422  0.327
H 1.772 -1.984 -3.664  0.388
N 0.194 0.164 0.975  -0.141
H 2.209 -1.457 0.760  0.546
C 2.397 0.299 2.010  0.377
H 3.736 1.872 -2.059  0.440
H 6.083 -0.728 2.390  0.436
C -3.251 3.205 4.066  0.279
C -2.256 2.233 3.945  1.279
H -1.155 -0.332 3.788  0.212
C -1.048 0.122 4.778  -1.517
C 3.978 1.118 -2.795  -0.605
C -3.583 2.463 6.355  0.400
C 4.533 -0.856 -4.686  -0.738
C -4.270 2.607 7.682  -1.582
Tc -0.017 -0.529 -0.645  0.870
H -4.611 1.640 8.051  0.399
C -2.636 1.463 6.155  -0.890
C 2.878 -0.837 1.347  -0.295
H -0.651 6.046 -1.056  0.470
H 4.737 -1.623 -5.420  0.474
C -0.230 4.958 2.684  1.262
C -0.538 5.744 -0.024  -0.796
H 6.304 0.247 -5.065  0.415
H 0.793 5.174 4.547  0.571
C 3.070 0.049 -2.983  -0.182
H -5.126 3.276 7.620  0.380
Te -1.377 2.144 2.051  0.850
C 4.200 -1.204 1.484  -1.018
O 1.005 -0.965 -2.279  -1.185
H -3.947 3.503 2.041  0.308
C -0.044 6.627 0.924  -0.721
H 5.820 2.010 -3.387  0.439
C -0.889 4.464 0.371  -0.669
O 2.567 -1.996 -4.214  -0.600
Sb -3.421 -1.279 -0.139  0.771
H -1.284 3.766 -0.358  0.385
C -1.968 1.302 4.949  0.603
H -4.676 4.045 5.411  0.381
C 4.573 0.684 2.953  -0.789
H -2.892 4.808 2.637  0.314
O 0.534 1.640 2.622  -0.279
C -0.736 4.089 1.708  0.372
C 1.022 0.708 1.844  0.967
H -1.301 -0.650 5.502  0.540
C 5.397 0.193 -4.478  -0.307
O 1.580 0.872 -1.300  -0.742
Se -5.099 -2.384 -1.593  -0.082
H 0.166 3.551 4.293  0.113
Se -1.141 -2.495 -0.174  -0.193
H -0.002 0.390 4.931  0.242
C 1.896 0.029 -2.176  2.186
H 5.240 1.267 3.572  0.462
C 5.046 -0.439 2.283  -0.447
Se -4.101 -0.480 1.964  -0.333
C -3.897 3.301 5.291  -0.905
H 4.574 -2.086 0.983  0.478
Se -1.976 0.502 -1.331  -0.340
H 2.869 1.931 3.332  0.460
C 5.128 1.192 -3.528  -0.765
H -2.433 0.761 6.955  0.502
C -3.668 4.095 2.923  -1.773
C 3.248 1.055 2.824  -0.327
C 0.111 6.234 2.248  -0.684
H -4.549 4.673 3.191  0.491
C 3.354 -0.947 -3.945  0.703
C -0.040 4.607 4.135  -1.404
H 0.513 6.937 2.967  0.505
H 0.231 7.631 0.633  0.436

Force components x, y, z for each atom (eV/Å):
H -0.015 -0.014 0.008
H 0.005 0.001 0.001
H -0.017 -0.007 -0.005
N 0.449 -0.223 0.021
H 0.007 0.001 -0.003
C 0.035 0.061 0.018
H -0.009 -0.005 0.003
H 0.001 0.001 0.000
C -0.046 0.142 0.078
C 0.139 -0.113 -0.084
H 0.002 0.019 -0.051
C 0.030 0.089 -0.086
C 0.004 -0.020 -0.020
C -0.025 0.017 0.051
C 0.030 0.050 0.011
C 0.020 -0.008 -0.028
Tc 0.290 0.045 0.056
H 0.003 -0.004 -0.002
C 0.006 -0.027 -0.029
C 0.014 0.015 0.007
H -0.004 -0.003 0.000
H -0.003 -0.002 0.001
C 0.109 0.004 -0.001
C -0.009 -0.015 0.005
H 0.000 0.005 0.003
H -0.018 0.018 -0.007
C 0.052 -0.009 -0.082
H 0.000 -0.001 -0.008
Te 0.154 0.051 0.112
C 0.012 0.009 0.014
O -0.116 -0.187 0.403
H 0.034 0.032 -0.047
C -0.013 -0.005 -0.004
H 0.006 -0.001 -0.005
C 0.015 0.020 0.019
O 0.009 0.038 0.052
Sb 0.036 0.089 -0.235
H -0.001 -0.009 -0.005
C -0.087 -0.088 0.044
H -0.006 -0.006 -0.005
C -0.010 -0.021 -0.015
H -0.119 -0.050 0.043
O -0.275 0.038 -0.051
C -0.012 -0.028 0.010
C -0.321 -0.179 -0.018
H 0.009 0.012 0.005
C 0.021 0.016 -0.002
O -0.116 0.079 -0.021
Se 0.054 0.051 0.088
H 0.006 -0.028 -0.014
Se -0.025 -0.114 -0.054
H 0.045 0.025 -0.014
C -0.075 0.055 -0.106
H 0.003 0.001 0.001
C -0.001 0.003 0.002
Se -0.032 -0.013 0.129
C -0.006 0.055 -0.009
H 0.002 0.002 0.003
Se -0.154 0.160 -0.186
H 0.003 0.002 0.001
C -0.013 -0.021 -0.012
H 0.001 0.005 -0.001
C -0.030 0.069 0.049
C 0.019 -0.012 -0.001
C 0.028 0.011 -0.009
H -0.046 -0.057 0.016
C -0.037 -0.030 -0.011
C -0.013 0.006 -0.023
H -0.002 0.003 -0.007
H 0.002 0.000 0.002

Entry 4:
# C18H23N3O5S

A single C18H23N3O5S molecule at a distorted geometry (the ωB97M-V functional and the def2-TZVPD basis, the Open Molecules 2025 dataset).

SMILES string: COCCNC(=O)c1onc(CSc2ccccc2)c1C(=O)NCCOC
orbital gap: 8.64 eV

Last column: Mulliken charge in e.
CARTESIAN COORDINATES (ANGSTROEM)
H -4.475 -0.440 -2.750  0.324
H 0.353 1.929 3.165  0.389
N 0.936 -1.175 -2.704  -0.873
C -0.192 4.365 1.008  -0.404
C -1.493 0.955 -1.175  0.209
C -4.263 -0.794 -0.143  -0.483
C -0.522 -2.003 1.697  -0.434
C 0.086 -1.528 2.847  -0.499
O 0.597 4.339 2.175  -0.446
H 3.477 -1.778 -2.307  0.536
H 2.011 1.364 2.804  0.383
H -3.810 -1.577 -0.764  0.318
H -0.518 -1.126 3.647  0.414
O -1.707 1.499 -0.099  -0.878
S 2.623 -3.140 -0.566  -0.173
C -0.239 0.233 -1.475  0.755
H -0.871 3.511 0.947  0.054
O 2.766 0.656 0.583  -0.687
H 3.566 -0.914 -0.723  0.275
C 2.954 -1.521 -1.388  -0.782
C 2.243 -2.079 1.950  -0.240
C 0.962 0.058 -0.817  1.010
C 0.251 -2.516 0.670  -0.407
H 1.936 -1.215 3.878  0.443
C 1.664 -0.866 -1.665  -0.329
H -3.779 2.027 -1.136  0.292
H 2.274 3.677 3.011  0.329
C -3.716 1.478 -2.078  -0.670
C 1.624 3.381 2.184  -0.527
H -4.792 -1.255 0.689  0.360
C 1.464 -1.575 2.976  -0.542
C 1.560 0.687 0.393  0.123
C 1.631 -2.540 0.797  -0.006
H -0.207 -2.902 -0.230  0.478
H 2.201 3.416 1.249  0.349
H 3.318 -2.107 2.033  0.424
H -0.777 5.282 1.060  0.319
H -1.597 -1.972 1.597  0.446
N -2.387 0.920 -2.173  -0.129
H -3.863 2.174 -2.909  0.448
H -5.719 0.825 -2.564  0.314
H 0.437 4.387 0.109  0.261
C -4.817 0.398 -2.120  -0.450
H -0.285 1.355 0.966  0.262
H -2.148 0.424 -3.019  0.256
C 1.157 1.932 2.427  -0.774
N 0.692 1.264 1.234  0.517
O -5.230 -0.067 -0.866  -0.416
O -0.230 -0.507 -2.607  -0.226
H -3.477 -0.144 0.253  0.090

Force components x, y, z for each atom (eV/Å):
H -0.065 0.061 0.011
H 0.041 -0.017 0.041
N 0.967 -0.598 -0.262
C -0.079 -0.001 0.016
C -0.197 -0.045 -0.296
C 0.037 -0.021 0.078
C -0.103 -0.043 0.031
C -0.057 -0.030 0.058
O -0.060 0.103 0.121
H 0.030 0.064 -0.036
H -0.118 0.045 0.080
H 0.004 -0.019 0.001
H -0.055 0.045 0.087
O -0.002 0.033 0.093
S 0.001 0.157 0.146
C 1.203 -0.319 0.473
H 0.019 0.087 -0.043
O 0.321 0.054 -0.022
H -0.050 -0.021 -0.253
C 0.197 -0.574 0.241
C -0.086 -0.009 0.123
C -0.661 0.082 -0.880
C -0.118 -0.075 0.120
H 0.039 0.045 0.090
C -0.703 0.621 -0.042
H -0.044 0.013 -0.159
H 0.034 -0.068 -0.080
C -0.437 -0.126 0.114
C 0.091 -0.337 0.174
H 0.083 -0.044 0.011
C 0.034 -0.002 0.119
C -0.495 0.167 0.194
C 0.380 -0.341 -0.455
H -0.018 0.001 -0.098
H -0.005 0.004 0.076
H 0.100 0.019 -0.006
H -0.033 -0.030 -0.088
H -0.099 0.001 0.011
N 0.057 -0.093 -0.233
H -0.010 -0.001 0.081
H 0.117 -0.024 -0.071
H -0.013 -0.015 -0.015
C 0.070 0.269 -0.067
H 0.113 -0.164 -0.090
H 0.092 0.035 0.124
C 0.371 0.379 -0.086
N -0.139 0.168 0.075
O -0.121 0.025 0.041
O -0.628 0.568 0.455
H -0.005 -0.030 -0.003

Entry 5:
# C2H8NO2

2 unconnected molecules or ions with the total composition C2H8NO2 at a distorted geometry (the ωB97M-V functional and the def2-TZVPD basis, the Open Molecules 2025 dataset).

<S²>: 0.759
spin multiplicity: 2
orbital gap (spin up / spin down): 8.72 / 5.37 eV
total charge: +2

Last column: Mulliken charge in e.
CARTESIAN COORDINATES (ANGSTROEM)
H 1.687 1.743 -2.206  0.286
H 1.201 -1.058 0.406  0.455
H -1.720 -1.032 -0.267  0.432
H -2.007 0.459 1.625  0.421
N 0.425 -0.782 -0.298  -0.309
C -0.837 -0.972 0.387  -0.361
C -0.979 0.051 1.540  0.243
H 0.638 0.251 -0.564  0.299
H 1.062 2.547 -1.135  0.296
H 0.531 -1.341 -1.180  0.421
O 1.148 1.725 -1.497  -0.606
O -0.066 0.350 2.319  0.024
H -1.084 -1.941 0.871  0.397

Force components x, y, z for each atom (eV/Å):
H 2.976 0.274 -3.893
H -0.855 0.241 -1.744
H 0.264 1.281 -0.206
H -0.077 0.332 0.627
N 2.495 -0.245 0.934
C -1.740 -0.337 0.291
C 1.641 -0.009 1.209
H -0.081 -0.475 -0.494
H -0.178 3.637 1.256
H -0.136 0.269 0.778
O -3.008 -4.334 3.056
O -2.519 -0.588 -2.140
H 1.217 -0.045 0.328

no.,M (g/mol)
1,134.27
2,130.48
3,1129.76
4,393.46
5,78.09